Entry 1:
{"formula": "C5H6N", "method": "the ωB97M-V functional and the def2-TZVPD basis", "gap_ev": 9.541, "largest_force_ev_per_a": 7.33, "homo_energy_ev": -15.68, "charge": 1, "smiles": "C1#[N+]CCC=C1", "multiplicity": 1, "e_lumo_ev": -6.1, "species": ["C", "N", "C", "C", "C", "C", "H", "H", "H", "H", "H", "H"], "coordinates": [[-1.5493, 0.0724, -0.0136], [-1.2841, 1.2769, -0.0241], [0.1594, 1.4770, 0.0508], [0.8958, 0.0862, -0.0887], [0.1221, -1.2220, 0.0013], [-1.1921, -1.5050, 0.0153], [0.3685, 1.9562, 1.0149], [0.4462, 2.1746, -0.7412], [1.4276, 0.0537, -1.0466], [1.6695, 0.0391, 0.6815], [0.7969, -2.0793, 0.0550], [-1.8606, -2.3298, 0.0953]]}

Entry 2:
{"formula": "C23H52F6N6O10P", "method": "the ωB97M-V functional and the def2-TZVPD basis", "gap_ev": 9.081, "largest_force_ev_per_a": 2.37, "homo_energy_ev": -6.69, "charge": -1, "multiplicity": 1, "e_lumo_ev": 2.4, "species": ["P", "F", "F", "F", "F", "F", "F", "C", "O", "H", "H", "H", "H", "C", "C", "C", "O", "C", "O", "O", "H", "H", "H", "H", "H", "H", "C", "O", "N", "C", "C", "H", "H", "H", "H", "H", "H", "H", "C", "O", "N", "C", "C", "H", "H", "H", "H", "H", "H", "H", "C", "O", "N", "C", "C", "H", "H", "H", "H", "H", "H", "H", "C", "O", "N", "C", "C", "H", "H", "H", "H", "H", "H", "H", "C", "O", "N", "C", "C", "H", "H", "H", "H", "H", "H", "H", "C", "O", "N", "C", "C", "H", "H", "H", "H", "H", "H", "H"], "coordinates": [[0.8958, -0.5367, -0.1913], [0.2521, -0.9814, 1.2391], [1.0611, -2.1194, -0.5527], [-0.5615, -0.5962, -0.9037], [1.6280, -0.2049, -1.5806], [0.8010, 1.0154, 0.1897], [2.3744, -0.5295, 0.5174], [-0.7369, -1.7401, -4.0444], [0.5600, -1.2693, -3.7381], [-1.4890, -1.0628, -3.6422], [-0.8065, -1.9016, -5.1205], [-0.8984, -2.7444, -3.6309], [0.6386, -1.1581, -2.7829], [1.4985, -0.9331, 5.6938], [2.5678, -1.5587, 4.8568], [2.7873, -0.9818, 3.4226], [4.1938, -0.7779, 3.3732], [4.7748, -1.1267, 4.5300], [5.9452, -1.2027, 4.7506], [3.8536, -1.3430, 5.4655], [1.4968, -1.3403, 6.7105], [0.5034, -1.0760, 5.2761], [1.6637, 0.1243, 5.9140], [2.4912, -2.6440, 4.7760], [2.2071, -0.0686, 3.3125], [2.4450, -1.7372, 2.7238], [-4.6011, 2.4434, -2.2959], [-5.6002, 2.1046, -2.8979], [-3.6649, 1.6141, -1.7992], [-2.4533, 2.0737, -1.1406], [-3.7551, 0.1848, -1.9336], [-4.4044, 3.5047, -2.0729], [-2.5249, 3.0682, -0.6933], [-1.6611, 2.0960, -1.8881], [-2.1379, 1.4588, -0.2998], [-4.7380, -0.1516, -2.2508], [-3.0236, -0.1379, -2.6819], [-3.5297, -0.3956, -1.0403], [4.7078, -2.4714, 0.2725], [5.4805, -2.9428, 1.0887], [5.1041, -1.8275, -0.8524], [6.4797, -1.5156, -1.1385], [4.1651, -1.5355, -1.9147], [3.6288, -2.5640, 0.4243], [6.7048, -0.4483, -1.1303], [6.7833, -1.9520, -2.0925], [7.1033, -1.9956, -0.3831], [3.9262, -0.4675, -1.9222], [4.5093, -1.6711, -2.9450], [3.1765, -1.9842, -1.9217], [-2.7895, -3.4468, -1.8131], [-3.7903, -2.8859, -2.2098], [-2.4226, -4.6889, -2.2012], [-1.1190, -5.2264, -1.8598], [-3.2629, -5.4675, -3.0922], [-2.0613, -3.0196, -1.1089], [-0.7218, -5.7184, -2.7505], [-1.1905, -6.0288, -1.1176], [-0.4005, -4.5041, -1.4802], [-3.4752, -6.4302, -2.6186], [-4.1663, -4.9105, -3.3058], [-2.7227, -5.7394, -4.0028], [1.4498, 3.3761, -2.2927], [2.1720, 4.3234, -2.0422], [0.4997, 3.3406, -3.2525], [0.0318, 2.0753, -3.7754], [0.0700, 4.5057, -3.9828], [1.5963, 2.3794, -1.8492], [0.4845, 1.9030, -4.7597], [-1.0455, 2.1106, -3.9564], [0.2814, 1.2428, -3.1237], [0.7291, 4.6336, -4.8544], [-0.8958, 4.3533, -4.4692], [0.0301, 5.4260, -3.4089], [-3.2666, -0.6341, 1.9358], [-4.3248, -0.4329, 1.3778], [-3.0113, -0.2840, 3.2304], [-4.0549, 0.3488, 4.0052], [-1.6845, -0.3462, 3.7867], [-2.3712, -1.0708, 1.4629], [-3.7757, 1.3920, 4.1792], [-4.1850, -0.1529, 4.9671], [-5.0130, 0.3264, 3.4974], [-1.3354, 0.6567, 4.0495], [-1.7250, -0.9477, 4.7047], [-0.9377, -0.8325, 3.1646], [-0.1740, 2.9579, 2.7442], [-0.0968, 2.7082, 3.9314], [-0.1476, 4.2207, 2.2395], [-0.1121, 4.4434, 0.8169], [-0.0885, 5.3913, 3.0907], [-0.2818, 2.1903, 1.9661], [-0.9322, 5.0451, 0.4213], [-0.0436, 3.5021, 0.2658], [0.8299, 4.9112, 0.5053], [-0.9573, 6.0240, 2.8828], [-0.2681, 5.0778, 4.1176], [0.8545, 5.9092, 2.9303]]}

Entry 3:
{"formula": "C37H50IrNO5SSeTe", "method": "the ωB97M-V functional and the def2-TZVPD basis", "gap_ev": [7.516, 5.308], "s_squared": 0.76, "largest_force_ev_per_a": 0.93, "homo_energy_ev": [-10.76, -10.39], "charge": 1, "multiplicity": 2, "e_lumo_ev": [-3.2, -5.1], "species": ["Ir", "C", "C", "C", "C", "C", "C", "C", "Se", "C", "C", "C", "C", "C", "C", "O", "C", "C", "C", "C", "C", "C", "C", "C", "C", "O", "C", "C", "C", "C", "C", "C", "H", "H", "H", "H", "H", "H", "H", "H", "H", "H", "H", "H", "H", "H", "H", "H", "H", "H", "H", "H", "H", "H", "H", "H", "H", "H", "H", "H", "H", "H", "H", "H", "H", "H", "H", "H", "H", "H", "H", "H", "O", "S", "O", "N", "C", "O", "C", "C", "C", "C", "C", "C", "H", "H", "H", "H", "C", "Te", "C", "H", "H", "H", "H", "H", "H"], "coordinates": [[-0.7636, 1.0099, 0.2491], [0.1616, -5.6799, 3.2771], [-1.3030, -5.2694, 3.0724], [-1.9285, -4.9194, 4.4299], [-2.0605, -6.4598, 2.4841], [-1.3608, -4.0432, 2.1625], [-0.7343, -2.8670, 2.5542], [-0.7801, -1.7626, 1.7240], [-0.1662, -0.0592, 2.3440], [1.7018, -0.0509, 1.9498], [2.6464, -0.4050, 2.8936], [3.9927, -0.1758, 2.6291], [4.3146, 0.4622, 1.4312], [3.3888, 0.8516, 0.4643], [2.0499, 0.5390, 0.7353], [1.1085, 0.8104, -0.2082], [3.8056, 1.6132, -0.7963], [3.0903, 2.9728, -0.8287], [3.4574, 0.8004, -2.0524], [5.3118, 1.8821, -0.8231], [5.0466, -0.5902, 3.6568], [4.9921, -2.1131, 3.8391], [4.7433, 0.0940, 4.9966], [6.4600, -0.2044, 3.2225], [-1.4596, -1.7760, 0.5058], [-1.4521, -0.6881, -0.3136], [-2.1473, -2.9271, 0.1042], [-2.0586, -4.0258, 0.9552], [-2.9828, -2.9616, -1.1779], [-4.1292, -1.9454, -1.0492], [-2.1185, -2.6447, -2.4079], [-3.6051, -4.3398, -1.4094], [0.2202, -6.5304, 3.9585], [0.7532, -4.8694, 3.7062], [0.6226, -5.9691, 2.3310], [-1.9308, -5.7984, 5.0766], [-2.9591, -4.5813, 4.3104], [-1.3725, -4.1331, 4.9431], [-1.9743, -7.3105, 3.1612], [-1.6526, -6.7650, 1.5186], [-3.1238, -6.2457, 2.3603], [-0.2106, -2.8088, 3.5008], [2.3320, -0.8574, 3.8259], [5.3525, 0.6807, 1.2417], [2.0080, 2.8629, -0.8876], [3.4260, 3.5401, -1.6993], [3.3276, 3.5563, 0.0630], [2.3933, 0.5808, -2.1134], [4.0025, -0.1452, -2.0645], [3.7466, 1.3634, -2.9423], [5.6343, 2.5025, 0.0151], [5.5552, 2.4175, -1.7415], [5.8948, 0.9598, -0.8194], [4.0040, -2.4453, 4.1622], [5.7123, -2.4273, 4.5963], [5.2318, -2.6285, 2.9075], [3.7898, -0.2325, 5.4141], [4.7112, 1.1791, 4.8853], [5.5199, -0.1495, 5.7235], [6.7373, -0.6737, 2.2771], [7.1718, -0.5414, 3.9768], [6.5753, 0.8764, 3.1207], [-2.5686, -4.9279, 0.6570], [-3.7665, -0.9356, -0.8534], [-4.7984, -2.2234, -0.2328], [-4.7141, -1.9215, -1.9710], [-1.6932, -1.6438, -2.3712], [-2.7291, -2.7258, -3.3093], [-1.2951, -3.3566, -2.4955], [-4.2803, -4.6298, -0.6026], [-2.8480, -5.1173, -1.5276], [-4.1918, -4.3070, -2.3283], [-4.4622, 1.0695, 2.5144], [-4.0171, 1.9745, 1.5118], [-4.6219, 1.9878, 0.2122], [-2.3626, 1.8332, 1.2967], [-1.7402, 3.0150, 1.3942], [-0.5517, 3.0083, 0.9318], [-2.5544, 4.0971, 1.9577], [-2.1994, 5.3759, 2.3443], [-3.1890, 6.1748, 2.9065], [-4.4860, 5.7009, 3.0725], [-4.8450, 4.4123, 2.6814], [-3.8565, 3.6358, 2.1214], [-1.1857, 5.7318, 2.2203], [-2.9468, 7.1777, 3.2299], [-5.2329, 6.3454, 3.5158], [-5.8535, 4.0451, 2.8119], [-0.3689, 1.7750, -3.3436], [-1.9987, 1.8484, -1.9815], [-1.9331, 3.9546, -1.7725], [0.4966, 2.2128, -2.8529], [-0.6285, 2.3215, -4.2464], [-0.1834, 0.7300, -3.5786], [-1.8642, 4.3665, -2.7764], [-1.0655, 4.2331, -1.1813], [-2.8534, 4.2879, -1.2980]]}

Entry 4:
{"formula": "C3H3NO2", "method": "the ωB97M-V functional and the def2-TZVPD basis", "gap_ev": 12.061, "largest_force_ev_per_a": 6.11, "homo_energy_ev": -11.27, "charge": 0, "smiles": "CC1(C#N)OO1", "multiplicity": 1, "e_lumo_ev": 0.8, "species": ["C", "C", "C", "N", "O", "O", "H", "H", "H"], "coordinates": [[-0.1805, 0.0054, -0.0750], [-1.5693, 0.5250, 0.0966], [-2.5990, -0.7386, -0.2042], [-3.2964, -1.6008, -0.4046], [-1.9884, 1.5597, 0.9495], [-1.8532, 1.7225, -0.4414], [0.3694, 0.9081, 0.0072], [-0.1535, -0.4662, -1.0716], [0.1399, -0.7372, 0.6777]]}

Entry 5:
{"formula": "C5H7NO2", "method": "the ωB97M-V functional and the def2-TZVPD basis", "gap_ev": 10.191, "largest_force_ev_per_a": 4.70, "homo_energy_ev": -9.41, "charge": 0, "smiles": "C[C@@]12C[C@@H]1OC(=O)N2", "multiplicity": 1, "e_lumo_ev": 0.8, "species": ["C", "C", "C", "C", "O", "C", "O", "N", "H", "H", "H", "H", "H", "H", "H"], "coordinates": [[1.4243, 0.9393, 0.7203], [0.3572, 0.1388, -0.0081], [0.5400, -1.2489, -0.5595], [-0.4919, -1.0557, 0.4969], [-1.7740, -0.8523, 0.1386], [-1.8641, 0.2601, -0.5945], [-2.8399, 0.6412, -1.1662], [-0.7000, 0.8917, -0.6635], [2.1485, 1.4546, 0.0542], [1.7159, 0.1765, 1.4126], [1.0505, 1.7792, 1.3661], [1.3427, -1.9961, -0.3241], [0.1756, -1.3338, -1.6290], [-0.4212, -1.6175, 1.5518], [-0.6637, 1.8231, -0.7956]]}

Entry 6:
{"formula": "C4H13N2O", "method": "the ωB97M-V functional and the def2-TZVPD basis", "gap_ev": 11.606, "largest_force_ev_per_a": 2.36, "homo_energy_ev": -14.68, "charge": 1, "multiplicity": 1, "e_lumo_ev": -3.1, "species": ["C", "C", "N", "H", "H", "H", "H", "H", "H", "H", "H", "C", "C", "O", "N", "H", "H", "H", "H", "H"], "coordinates": [[-1.7388, 0.5755, -1.3573], [-0.5014, 0.7028, -2.2164], [-1.4926, 1.3497, -0.0125], [-2.5688, 1.1511, -1.7594], [-2.0262, -0.4130, -1.0223], [0.2313, 0.0011, -1.8194], [0.0737, 1.6239, -2.0906], [-1.4233, 2.3417, -0.2384], [-2.2736, 1.1589, 0.6066], [-0.5426, 0.9968, 0.3871], [-0.6792, 0.4895, -3.2660], [2.4888, -1.2424, 1.1772], [1.1213, -0.6180, 1.1602], [0.9118, 0.4492, 0.5706], [0.1684, -1.2456, 1.8948], [3.2153, -0.4763, 1.4298], [2.7168, -1.7919, 0.2601], [-0.6317, -0.7650, 2.2595], [0.3834, -2.1805, 2.1875], [2.5676, -2.1073, 1.8490]]}